Entry from the OMol25 dataset: a 11-piece molecular cluster, C27H62F14N11O29S14 overall at a distorted geometry (ωB97M-V with the def2-TZVPD basis set).

Computed properties:
* net charge: -3
* DFT total energy: -294490.237 eV
* LUMO energy: -0.1 eV
* max |F|: 10.58 eV Å⁻¹
* energy above the lowest of the compared OMol25 structures with the same formula, charge and spin: 22.5 kcal/mol
* HOMO-LUMO gap: 0.1613 Ha

Each line ends with the Mulliken charge.
Geometry (Å):
C -3.661 17.894 8.691  -1.083
C -2.858 17.336 7.541  0.541
O -2.080 16.382 7.710  -0.403
N -3.128 17.911 6.171  -0.130
H -4.034 17.501 5.999  0.382
H -3.290 18.903 6.070  0.408
C -2.158 17.471 5.122  -0.787
H -3.686 18.983 8.638  0.377
H -3.229 17.612 9.651  0.323
H -4.697 17.559 8.636  0.341
H -2.477 16.447 4.930  0.343
H -1.171 17.404 5.581  0.333
H -2.278 17.930 4.140  0.356
C -3.811 -0.685 17.387  -1.239
C -3.501 -1.947 18.238  -0.262
C -4.807 -2.172 19.012  -0.818
N -4.832 -3.495 19.834  0.034
C -3.658 -3.533 20.875  -0.939
C -4.723 -4.700 18.928  -0.576
C -5.418 -5.865 19.649  -0.618
C -6.311 -5.169 20.769  -0.753
C -6.183 -3.682 20.509  -0.527
H -4.821 -0.740 16.979  0.363
H -3.129 -0.760 16.539  0.370
H -3.562 0.182 17.998  0.361
H -2.641 -1.701 18.860  0.315
H -3.257 -2.851 17.680  0.385
H -5.725 -2.205 18.426  0.408
H -4.876 -1.394 19.772  0.346
H -3.833 -4.472 21.402  0.455
H -3.785 -2.703 21.570  0.327
H -2.700 -3.461 20.360  0.345
H -3.705 -4.919 18.608  0.394
H -5.347 -4.389 18.090  0.393
H -4.773 -6.501 20.256  0.303
H -5.883 -6.520 18.912  0.392
H -5.951 -5.423 21.766  0.330
H -7.387 -5.342 20.805  0.388
H -6.205 -3.035 21.386  0.427
H -6.916 -3.392 19.756  0.396
C 2.307 15.190 14.530  -1.518
C 1.841 13.737 14.301  -0.218
C 1.145 13.148 15.472  -0.623
N 0.394 11.809 15.179  0.174
C -0.626 12.033 14.042  -1.088
C 1.300 10.597 14.879  -0.606
C 0.381 9.383 14.965  -0.610
C -0.540 9.634 16.126  -0.587
C -0.404 11.164 16.411  -0.649
H 2.685 15.678 13.631  0.395
H 3.159 15.155 15.208  0.367
H 1.439 15.814 14.745  0.386
H 2.687 13.194 13.881  0.370
H 1.195 13.924 13.443  0.212
H 0.439 13.853 15.911  0.415
H 1.863 12.999 16.278  0.387
H -0.050 12.235 13.140  0.344
H -1.081 12.986 14.312  0.414
H -1.400 11.265 14.012  0.418
H 1.673 10.695 13.859  0.405
H 2.127 10.619 15.588  0.451
H -0.101 9.254 13.996  0.312
H 0.948 8.502 15.268  0.387
H -1.541 9.214 16.025  0.336
H -0.115 9.042 16.936  0.357
H -1.415 11.534 16.579  0.362
H 0.177 11.392 17.305  0.406
C 1.160 11.125 27.154  -1.399
C -0.352 11.360 27.001  -0.273
C -0.946 11.548 25.569  -0.745
N -2.414 11.947 25.501  0.138
C -2.483 13.507 25.991  -0.869
C -3.291 11.134 26.408  -0.659
C -4.642 11.118 25.677  -0.492
C -4.453 11.757 24.319  -0.685
C -2.912 11.641 24.117  -0.549
H 1.431 11.113 28.210  0.356
H 1.843 11.852 26.715  0.368
H 1.413 10.178 26.679  0.350
H -0.655 12.177 27.656  0.305
H -0.830 10.457 27.380  0.297
H -0.864 10.559 25.118  0.370
H -0.430 12.208 24.872  0.495
H -1.839 14.049 25.300  0.395
H -2.012 13.673 26.960  0.342
H -3.480 13.939 25.900  0.366
H -3.326 11.569 27.406  0.351
H -2.889 10.133 26.566  0.375
H -5.328 11.706 26.287  0.285
H -4.993 10.086 25.643  0.344
H -4.793 12.792 24.305  0.332
H -4.931 11.142 23.556  0.370
H -2.594 12.413 23.418  0.397
H -2.549 10.675 23.766  0.438
N 5.831 1.775 10.128  -0.213
S 6.676 1.981 8.931  1.049
O 7.397 3.278 8.695  -0.570
O 6.394 1.064 7.866  -0.587
F 7.876 1.039 9.566  -0.363
S 4.655 2.839 9.683  1.089
O 4.064 2.639 8.364  -0.561
O 4.782 4.206 10.161  -0.557
F 3.501 2.293 10.655  -0.287
N -11.353 5.233 19.697  -0.297
S -11.362 6.790 19.746  1.096
O -11.017 7.548 18.582  -0.562
O -10.941 7.361 21.039  -0.599
F -12.985 6.821 19.873  -0.316
S -9.643 5.258 19.504  1.078
O -8.853 5.710 20.657  -0.546
O -9.239 5.371 18.139  -0.546
F -9.704 3.641 19.719  -0.309
N 6.367 18.643 23.388  -0.311
S 5.143 18.720 22.465  1.108
O 3.943 17.817 22.624  -0.600
O 5.490 18.940 21.048  -0.597
F 4.496 20.121 22.980  -0.288
S 6.919 17.150 22.683  1.077
O 8.244 17.171 22.047  -0.586
O 6.030 16.092 22.240  -0.495
F 7.344 16.550 24.155  -0.307
N -5.082 15.905 17.534  -0.254
S -6.521 16.050 17.166  1.086
O -6.909 16.983 16.132  -0.596
O -7.479 15.525 18.117  -0.592
F -6.440 14.843 16.106  -0.348
S -5.153 17.346 18.418  1.101
O -5.915 17.319 19.680  -0.583
O -5.269 18.562 17.661  -0.540
F -3.627 17.372 18.949  -0.276
N 6.948 12.157 7.303  -0.180
S 5.290 12.291 7.393  1.072
O 4.614 11.585 8.463  -0.523
O 4.691 12.520 6.063  -0.592
F 5.383 13.849 7.963  -0.318
S 7.035 10.696 7.401  1.037
O 6.709 9.919 6.218  -0.614
O 6.971 10.119 8.721  -0.572
F 8.587 10.812 7.245  -0.309
N 2.077 26.980 15.430  -0.249
S 2.169 25.385 14.859  1.067
O 3.451 25.062 14.296  -0.555
O 0.999 24.611 14.383  -0.568
F 2.259 24.758 16.357  -0.294
S 1.908 27.664 14.055  1.075
O 0.643 27.421 13.416  -0.582
O 3.172 28.026 13.339  -0.611
F 1.556 29.037 14.684  -0.283
N 5.419 6.668 19.480  -0.272
S 5.011 5.342 20.454  1.086
O 4.091 5.499 21.580  -0.557
O 5.981 4.249 20.600  -0.602
F 4.001 4.785 19.438  -0.242
S 5.479 7.644 20.574  1.103
O 6.340 7.398 21.757  -0.606
O 4.232 8.324 20.788  -0.608
F 6.421 8.719 19.799  -0.302

---

Entry from the OMol25 dataset: a 6-piece molecular cluster, C27H62N7O5 overall (ωB97M-V with the def2-TZVPD basis set).

Computed properties:
* net charge: +1
* DFT total energy: -49667.931 eV
* LUMO energy: -2.3 eV
* max |F|: 0.54 eV Å⁻¹
* HOMO-LUMO gap: 0.2938 Ha

Each line ends with the Mulliken charge.
Geometry (Å):
C 3.369 -2.325 0.307  -1.410
C 2.142 -1.687 -0.360  -0.512
C 2.325 -0.408 -1.207  1.594
C 3.458 -0.593 -2.218  -2.043
C 2.369 0.953 -0.427  1.169
C 3.520 1.894 -0.824  -1.091
C 3.534 3.169 0.020  -1.413
C 3.591 2.805 1.492  0.067
C 3.850 3.929 2.494  -1.055
C 4.939 3.617 3.527  -0.545
C 6.348 4.013 3.081  -0.877
N 6.900 3.289 1.948  -0.515
N 2.289 2.093 1.758  0.019
C 2.257 0.747 1.084  -1.266
H 4.310 -2.002 -0.140  0.258
H 3.334 -3.411 0.223  0.398
H 3.424 -2.103 1.377  0.362
H 1.349 -1.538 0.369  -0.160
H 1.719 -2.413 -1.061  0.765
H 1.407 -0.341 -1.796  -0.611
H 3.446 0.188 -2.980  0.403
H 4.450 -0.582 -1.764  0.433
H 3.337 -1.553 -2.722  0.479
H 1.443 1.479 -0.700  0.205
H 4.485 1.389 -0.717  0.356
H 3.396 2.167 -1.872  0.506
H 2.619 3.745 -0.176  0.360
H 4.381 3.809 -0.231  0.524
H 4.349 2.024 1.597  0.434
H 2.918 4.150 3.027  0.417
H 4.116 4.832 1.936  0.462
H 4.711 4.126 4.467  0.407
H 4.930 2.543 3.754  0.275
H 6.355 5.076 2.823  0.364
H 7.030 3.886 3.924  0.375
H 6.447 3.479 1.066  0.260
H 6.980 2.293 2.099  0.253
H 2.094 2.017 2.755  0.479
H 1.530 2.644 1.347  0.527
H 3.073 0.161 1.508  0.193
H 1.297 0.291 1.324  0.174
C -1.241 -1.150 1.548  0.138
O -0.756 -0.345 0.752  -0.786
N -2.503 -1.567 1.470  0.331
C -3.083 -2.528 2.391  -0.837
C -3.291 -1.017 0.376  -0.985
H -0.670 -1.610 2.372  0.286
H -3.428 -3.412 1.852  0.278
H -3.933 -2.089 2.915  0.348
H -2.348 -2.844 3.128  0.298
H -2.810 -1.259 -0.573  0.192
H -3.343 0.068 0.457  0.313
H -4.295 -1.433 0.395  0.396
C -3.665 -3.246 -2.343  0.044
O -3.046 -2.361 -2.908  -0.639
N -4.903 -3.661 -2.648  0.143
C -5.577 -4.699 -1.896  -0.955
C -5.579 -3.043 -3.780  -0.961
H -3.226 -3.780 -1.481  0.352
H -5.820 -5.550 -2.535  0.370
H -6.501 -4.323 -1.454  0.350
H -4.924 -5.044 -1.096  0.299
H -5.010 -3.193 -4.697  0.295
H -5.688 -1.970 -3.624  0.291
H -6.562 -3.494 -3.889  0.391
C -2.329 -5.466 5.399  0.145
O -2.565 -4.459 4.752  -0.585
N -1.096 -5.888 5.726  0.099
C -0.874 -7.093 6.500  -0.906
C 0.044 -5.105 5.285  -0.896
H -3.129 -6.123 5.775  0.243
H -0.354 -6.867 7.433  0.336
H -0.282 -7.816 5.937  0.336
H -1.834 -7.545 6.741  0.289
H -0.006 -4.092 5.685  0.277
H 0.068 -5.037 4.196  0.267
H 0.955 -5.585 5.634  0.378
C -2.276 1.346 -5.322  0.046
O -2.458 2.413 -5.882  -0.603
N -1.131 0.989 -4.714  0.178
C -0.990 -0.270 -4.017  -0.421
C -0.014 1.921 -4.723  -0.346
H -3.057 0.569 -5.257  0.313
H -0.759 -0.092 -2.962  0.108
H -0.181 -0.863 -4.451  0.275
H -1.912 -0.844 -4.068  0.161
H -0.326 2.872 -4.298  -0.019
H 0.343 2.101 -5.738  0.298
H 0.790 1.493 -4.127  0.070
C -1.760 5.053 -3.310  0.137
O -0.657 4.671 -2.958  -0.656
N -2.752 5.396 -2.466  0.137
C -4.046 5.835 -2.945  -0.932
C -2.506 5.316 -1.041  -0.854
H -2.041 5.137 -4.371  0.276
H -4.269 6.849 -2.607  0.354
H -4.840 5.171 -2.599  0.350
H -4.044 5.827 -4.034  0.297
H -1.676 5.964 -0.754  0.284
H -2.251 4.295 -0.750  0.205
H -3.404 5.627 -0.512  0.382

---

> net charge of number 1 (C27H62F14N11O29S14)?

-3